Below is C28H29ClN6O2S4Ti as an isolated structure, with properties calculated with ωB97M-V/def2-TZVPD.

Properties
* LUMO energy (alpha / beta): -3.565 / -3.702 eV
* E_HOMO (alpha / beta): -0.404 / -0.415 hartree
* relative energy (zero: lowest compared OMol25 entry of this formula, charge and spin): 0.733 eV
* energy: -4465.6887 hartree
* molecular weight: 693.17 g/mol

Structure (ORCA input):
```
! wB97M-V def2-TZVPD RIJCOSX def2/J DEFGRID3
* xyz 1 2
Ti 0.62 -0.08 -0.64
C 1.56 2.57 2.54
C 2.72 2.79 1.59
S 2.44 2.18 -0.08
C 4.14 1.80 -0.51
C 4.27 1.04 -1.82
S 3.41 -0.54 -1.92
C 4.50 -1.66 -1.03
C 4.61 -1.49 0.49
S 2.99 -1.24 1.23
C 3.44 -0.44 2.77
C 2.22 0.01 3.56
S 0.92 0.90 2.68
H 0.69 3.16 2.23
H 1.85 2.93 3.53
H 3.62 2.31 1.98
H 2.93 3.86 1.52
H 4.58 1.24 0.31
H 4.69 2.75 -0.59
H 5.33 0.85 -2.02
H 3.89 1.63 -2.65
H 5.50 -1.58 -1.47
H 4.12 -2.65 -1.27
H 5.25 -0.65 0.75
H 5.06 -2.39 0.91
H 4.10 0.40 2.54
H 4.01 -1.14 3.38
H 2.55 0.61 4.41
H 1.71 -0.86 3.98
Cl -4.22 4.51 -3.45
C -3.13 3.56 -2.52
C -3.41 3.33 -1.16
C -2.58 2.55 -0.38
C -1.44 1.97 -0.94
O -0.65 1.20 -0.19
C -1.15 2.22 -2.29
C 0.03 1.68 -2.91
O 0.82 0.93 -2.32
C -2.00 3.02 -3.08
H -4.29 3.77 -0.73
H -2.80 2.38 0.67
H 0.25 1.94 -3.95
H -1.77 3.20 -4.12
C -0.83 -3.73 1.69
C 0.00 -2.81 1.09
N -0.33 -1.51 0.96
C -1.52 -1.13 1.41
C -2.46 -2.00 1.94
C -2.09 -3.32 2.13
C -3.81 -1.50 2.23
C -4.59 -0.84 1.38
C -4.34 -0.61 -0.06
C -5.29 0.06 -0.83
C -5.02 0.20 -2.18
N -3.91 -0.28 -2.74
C -3.09 -0.92 -1.92
N -3.23 -1.10 -0.61
H -0.51 -4.76 1.77
H 0.96 -3.10 0.68
H -1.76 -0.08 1.31
H -2.78 -4.03 2.55
H -4.21 -1.71 3.22
H -5.56 -0.52 1.74
H -6.20 0.44 -0.40
H -5.71 0.72 -2.83
H -2.19 -1.35 -2.36
N 0.41 -1.74 -1.71
C -0.13 -2.73 -2.06
N -0.68 -3.76 -2.49
C -1.08 -4.78 -1.75
N -1.44 -5.69 -1.14
*
```

Löwdin atomic charge list, values in e, 2 entries: Ti 0.880; C -0.515